Record 1
Molecular formula: C24H34F16NO15PS
Method: DFT, the ωB97M-V functional and the def2-TZVPD basis

```
92
C24H34F16NO15PS (the ωB97M-V functional and the def2-TZVPD basis)
C -2.149 0.429 -0.663
C -2.022 1.912 -0.922
O -2.355 2.332 -2.246
C -1.558 1.793 -3.227
N -0.133 2.157 -3.119
F 0.032 3.401 -2.577
C 0.738 1.251 -2.512
O 1.586 1.585 -1.701
O 0.552 -0.057 -2.879
P 1.559 -0.586 -4.096
O 2.027 0.749 -4.809
O 0.592 -1.361 -5.082
S 2.949 -1.669 -3.401
H -1.622 0.227 0.263
H -3.170 0.104 -0.522
H -1.685 -0.203 -1.411
H -1.034 2.280 -0.658
H -2.713 2.425 -0.269
H -1.618 0.714 -3.301
H -1.930 2.180 -4.166
H 1.304 1.146 -5.311
H -0.339 -1.141 -4.953
C 0.348 -3.560 2.017
C -0.787 -4.511 2.320
O -2.049 -3.999 1.838
C -2.282 -4.154 0.549
O -1.568 -4.669 -0.254
C -3.668 -3.589 0.206
F -3.867 -2.383 0.751
F -4.640 -4.393 0.654
F -3.834 -3.463 -1.106
H 0.130 -2.568 2.417
H 1.268 -3.906 2.446
H 0.495 -3.450 0.942
H -0.909 -4.623 3.395
H -0.607 -5.501 1.906
C 3.089 2.191 0.931
C 2.445 3.498 0.530
O 2.501 4.476 1.595
C 3.654 5.103 1.725
O 4.632 4.930 1.062
C 3.555 6.151 2.845
F 2.978 5.642 3.936
F 2.821 7.192 2.437
F 4.757 6.597 3.182
H 2.638 1.808 1.848
H 2.967 1.457 0.141
H 4.155 2.315 1.124
H 1.389 3.348 0.324
H 2.895 3.911 -0.370
C 1.787 -5.643 8.456
C 0.800 -5.754 7.314
O 1.411 -5.406 6.055
C 2.151 -6.345 5.490
O 2.361 -7.440 5.910
C 2.691 -5.831 4.146
F 3.190 -4.597 4.255
F 1.700 -5.789 3.236
F 3.646 -6.615 3.678
H 2.229 -4.647 8.481
H 1.288 -5.833 9.405
H 2.600 -6.359 8.344
H -0.014 -5.046 7.449
H 0.365 -6.750 7.253
C -7.866 -2.469 -1.502
C -7.209 -1.687 -0.386
O -7.131 -0.284 -0.707
C -8.238 0.418 -0.530
O -9.285 0.010 -0.134
C -7.971 1.892 -0.877
F -7.311 2.007 -2.033
F -7.230 2.462 0.080
F -9.106 2.566 -0.980
H -7.348 -2.292 -2.445
H -7.845 -3.535 -1.280
H -8.903 -2.165 -1.637
H -6.183 -2.014 -0.250
H -7.725 -1.829 0.563
C 5.311 4.876 -2.162
C 4.186 4.731 -3.163
O 4.596 5.114 -4.492
C 5.288 4.214 -5.169
O 5.605 3.127 -4.796
C 5.606 4.758 -6.571
F 6.061 6.012 -6.516
F 4.500 4.754 -7.328
F 6.520 4.012 -7.173
H 5.713 5.890 -2.179
H 4.953 4.658 -1.158
H 6.132 4.197 -2.390
H 3.367 5.401 -2.908
H 3.789 3.716 -3.176
```

Output
E = -4455.78424 hartree
Kohn-Sham gap = 0.3403 Ha
Net charge = 0
2S+1 = 1
HOMO energy = -9.60 eV
SMILES = CCOCN(F)C(=O)OP(O)(O)=S.CCOC(=O)C(F)(F)F.CCOC(=O)C(F)(F)F.CCOC(=O)C(F)(F)F.CCOC(=O)C(F)(F)F.CCOC(=O)C(F)(F)F
Largest force on an atom = 3.33 eV/Å


Record 2
Molecular formula: C24H34F17N3O7S
Method: DFT, the ωB97M-V functional and the def2-TZVPD basis

```
86
C24H34F17N3O7S (the ωB97M-V functional and the def2-TZVPD basis)
C 2.015 5.269 -3.197
C 1.163 4.320 -3.832
N 0.207 3.153 -4.132
C -1.202 3.649 -4.384
C -1.744 4.694 -3.240
C -3.393 4.588 -2.980
F -3.775 5.960 -2.474
F -4.086 4.236 -4.257
C -3.674 3.408 -1.829
F -3.010 3.888 -0.598
F -2.972 2.134 -2.236
C -5.258 3.021 -1.674
F -6.083 4.181 -2.099
F -5.516 1.956 -2.717
C -5.685 2.350 -0.243
F -6.664 1.250 -0.592
F -4.550 1.612 0.428
C -6.501 3.332 0.784
F -7.842 3.691 0.198
F -6.837 2.472 1.982
C -5.664 4.607 1.368
F -5.219 5.590 0.325
F -4.385 4.095 1.986
C -6.424 5.484 2.526
F -7.844 5.117 2.764
F -6.456 6.923 2.067
C -5.685 5.501 3.990
F -5.621 4.143 4.649
F -6.589 6.306 4.895
F -4.377 6.218 4.016
C 0.261 2.116 -3.020
O -0.007 2.389 -1.713
O 0.676 0.701 -3.281
C -0.427 -0.229 -2.991
C 0.177 -1.777 -2.941
C 1.520 -1.913 -1.993
S 1.177 -1.797 -0.152
O 2.175 -0.835 0.600
O 1.452 -3.236 0.433
O -0.453 -1.356 0.192
H 2.689 6.055 -2.607
H -1.205 4.255 -5.410
H -1.947 2.737 -4.565
H -1.593 5.789 -3.691
H -1.136 4.685 -2.235
H -1.196 -0.133 -3.886
H -0.998 -0.018 -1.987
H 0.539 -2.033 -4.049
H -0.694 -2.472 -2.574
H 2.345 -1.108 -2.264
H 2.023 -2.967 -2.220
H -0.971 -2.212 0.096
C 4.364 -1.814 6.193
O 4.391 -1.576 4.793
C 3.455 -2.353 4.041
C 2.006 -1.811 4.071
C 1.278 -2.084 5.386
N 1.963 -0.369 3.792
H 4.149 -2.860 6.428
H 3.636 -1.156 6.666
H 5.347 -1.562 6.602
H 3.806 -2.311 3.001
H 3.498 -3.404 4.340
H 1.448 -2.329 3.283
H 1.575 -1.402 6.185
H 0.198 -1.955 5.253
H 1.446 -3.110 5.725
H 2.355 -0.204 2.864
H 2.635 0.082 4.420
C 4.054 -5.104 -3.170
O 4.256 -4.432 -1.935
C 3.996 -5.230 -0.777
C 5.141 -6.199 -0.399
C 5.228 -7.426 -1.305
N 6.444 -5.519 -0.388
H 3.222 -5.812 -3.122
H 4.972 -5.609 -3.471
H 3.827 -4.354 -3.934
H 3.875 -4.516 0.050
H 3.041 -5.754 -0.876
H 4.937 -6.564 0.615
H 5.697 -7.209 -2.266
H 5.838 -8.203 -0.830
H 4.239 -7.852 -1.489
H 6.412 -4.765 0.299
H 6.535 -5.026 -1.282
```

Output
E = -3720.98652 hartree
Kohn-Sham gap = 0.2758 Ha
Net charge = 0
2S+1 = 1
HOMO energy = -8.60 eV
SMILES = C#CN(CCC(F)(F)C(F)(F)C(F)(F)C(F)(F)C(F)(F)C(F)(F)C(F)(F)C(F)(F)F)C(=O)OCCCS(=O)(=O)O.COC[C@@H](C)N.COC[C@@H](C)N
Largest force on an atom = 9.98 eV/Å